54
Properties=species:S:1:pos:R:3 method="wB97M-V/def2-TZVPD" smiles=CCO.CCO.CCO.CCO.CCO.O.O.O e_homo_ev=-9.880 multiplicity=1 total_energy_ha=-1004.4606 homo_lumo_gap_ev=10.324 de_lowest_kcal_mol=22.9
O -7.14 -14.22 2.97
H -7.47 -13.31 2.85
H -6.86 -14.32 3.93
O -8.10 -11.56 2.46
H -9.03 -11.64 2.12
H -7.49 -11.25 1.79
O -4.55 -11.54 4.86
H -4.14 -11.81 4.02
H -4.95 -10.67 4.64
C -5.92 -14.58 -0.31
C -4.79 -14.65 0.66
O -4.76 -13.53 1.58
H -6.98 -14.70 0.09
H -5.80 -15.53 -0.91
H -5.96 -13.80 -1.09
H -3.85 -14.57 0.06
H -4.78 -15.56 1.30
H -5.53 -13.72 2.13
C -4.12 -10.70 -0.40
C -5.04 -10.58 0.74
O -6.17 -11.47 0.50
H -3.47 -9.85 -0.36
H -4.57 -10.91 -1.36
H -3.63 -11.65 -0.21
H -5.48 -9.58 0.88
H -4.61 -10.99 1.70
H -5.79 -12.31 0.78
C -12.84 -13.76 -0.29
C -11.38 -13.37 -0.05
O -11.09 -13.27 1.30
H -13.08 -14.04 -1.28
H -13.41 -12.85 -0.05
H -13.13 -14.55 0.48
H -11.12 -12.42 -0.54
H -10.71 -14.13 -0.52
H -10.56 -14.04 1.66
C -4.00 -15.21 5.20
C -5.20 -14.85 6.11
O -6.05 -13.91 5.55
H -3.59 -14.26 4.88
H -4.24 -15.86 4.33
H -3.25 -15.80 5.74
H -4.75 -14.43 7.05
H -5.77 -15.81 6.43
H -5.63 -13.07 5.31
C -9.77 -15.56 4.49
C -9.81 -16.50 3.23
O -9.36 -15.72 2.13
H -10.20 -14.50 4.20
H -8.86 -15.41 4.99
H -10.44 -15.90 5.28
H -10.85 -16.68 3.04
H -9.26 -17.42 3.43
H -8.46 -15.35 2.27

78
Properties=species:S:1:pos:R:3 method="wB97M-V/def2-TZVPD" s_squared=2.003 e_homo_ev="-11.094 / -11.094" total_charge=+1 multiplicity=3 total_energy_ha=-3800.2313 homo_lumo_gap_ev="8.187 / 7.222"
Ni 1.85 0.07 2.58
O 0.97 0.91 -0.82
C 0.17 0.05 -0.03
O 0.47 -0.12 1.20
O -0.80 -0.52 -0.60
H 0.54 0.61 -1.68
C -0.31 0.45 4.92
O 0.55 0.40 4.01
N -1.23 1.47 4.89
N -0.58 -0.52 5.89
H -2.03 1.32 5.48
H -1.33 2.15 4.15
H 0.19 -1.19 5.89
H -1.50 -0.92 5.92
C 4.53 -0.23 0.86
O 3.31 0.05 1.12
N 4.89 -1.41 0.21
N 5.59 0.62 1.20
H 5.82 -1.54 -0.14
H 4.14 -2.04 -0.11
H 5.35 1.34 1.86
H 6.49 0.54 0.79
C 2.51 -2.98 2.76
O 1.92 -1.89 3.08
N 3.31 -3.64 3.65
N 2.34 -3.55 1.53
H 3.36 -3.25 4.57
H 3.79 -4.48 3.41
H 2.94 -4.32 1.29
H 1.83 -3.02 0.84
C 0.10 2.41 -4.52
O 0.33 1.19 -4.36
N 1.04 3.43 -4.50
N -1.21 2.89 -4.58
H 2.01 3.22 -4.36
H 0.81 4.31 -4.90
H -1.91 2.17 -4.56
H -1.42 3.85 -4.75
C -3.13 1.30 2.02
O -2.71 2.30 1.43
N -2.61 0.03 1.84
N -4.14 1.38 3.00
H -2.94 -0.69 2.45
H -1.96 -0.21 1.10
H -4.78 2.14 3.07
H -4.48 0.50 3.34
C 2.29 -2.83 -2.15
O 2.78 -2.99 -1.00
N 3.02 -2.19 -3.16
N 0.95 -3.01 -2.44
H 2.53 -1.92 -3.99
H 3.73 -1.51 -2.93
H 0.42 -3.26 -1.62
H 0.45 -2.51 -3.15
C -4.62 0.47 -3.81
O -4.76 -0.75 -3.83
N -5.61 1.36 -4.25
N -3.42 1.07 -3.41
H -5.46 2.34 -4.11
H -6.26 1.05 -4.95
H -2.76 0.38 -3.08
H -3.18 2.02 -3.25
C -2.40 -3.51 1.13
O -3.25 -4.27 1.58
N -1.03 -3.61 1.51
N -2.61 -2.53 0.17
H -0.69 -4.26 2.18
H -0.46 -2.87 1.15
H -1.90 -1.85 -0.07
H -3.51 -2.46 -0.28
C 0.17 4.59 -0.85
O -0.43 5.67 -0.68
N -0.04 3.50 0.01
N 1.27 4.45 -1.71
H 0.28 2.54 -0.10
H -0.78 3.63 0.68
H 1.66 3.53 -1.63
H 1.49 5.11 -2.42

73
Properties=species:S:1:pos:R:3 method="wB97M-V/def2-TZVPD" e_homo_ev=-4.304 total_charge=-1 multiplicity=1 total_energy_ha=-2800.7134 homo_lumo_gap_ev=5.233
N -0.98 3.87 -1.41
In 0.88 3.59 -2.42
Cl 1.43 5.82 -3.44
C 2.54 3.20 -0.92
C 2.63 4.49 -0.04
C 4.00 5.19 -0.08
S 4.65 5.45 -1.78
H -1.75 3.99 -2.05
H -1.19 3.12 -0.77
H 0.81 2.30 -3.66
H 3.49 2.99 -1.41
H 2.26 2.38 -0.25
H 1.84 5.20 -0.29
H 2.45 4.20 1.01
H 4.77 4.68 0.50
H 3.88 6.18 0.39
H 3.90 6.49 -2.26
C 1.37 0.28 2.05
O 1.85 1.19 1.41
N 0.35 0.47 2.94
N 1.78 -1.02 1.92
H -0.07 -0.26 3.48
H 0.01 1.41 3.05
H 2.53 -1.20 1.28
H 1.38 -1.78 2.44
C -1.03 -3.69 1.61
O 0.11 -3.92 2.00
N -1.97 -4.67 1.48
N -1.46 -2.44 1.29
H -2.91 -4.50 1.16
H -1.69 -5.61 1.70
H -0.79 -1.69 1.36
H -2.39 -2.24 0.96
C -5.60 -5.13 -0.08
O -4.52 -4.60 0.16
N -5.96 -6.32 0.47
N -6.53 -4.55 -0.89
H -6.83 -6.77 0.31
H -5.30 -6.76 1.08
H -6.29 -3.67 -1.31
H -7.42 -4.96 -1.10
C 6.40 8.14 -5.52
O 7.05 8.53 -6.48
N 6.63 6.95 -4.91
N 5.38 8.87 -4.99
H 6.11 6.61 -4.12
H 7.38 6.38 -5.27
H 5.17 9.75 -5.41
H 4.83 8.57 -4.20
C -5.90 -7.04 4.01
O -5.83 -7.64 2.95
N -6.86 -7.30 4.94
N -5.02 -6.05 4.34
H -6.93 -6.82 5.82
H -7.52 -8.03 4.73
H -4.30 -5.83 3.67
H -5.06 -5.54 5.20
C 9.11 9.62 -2.21
O 8.37 10.41 -1.64
N 10.41 9.43 -1.81
N 8.71 8.86 -3.26
H 11.03 8.78 -2.26
H 10.74 9.97 -1.04
H 7.76 8.97 -3.57
H 9.30 8.20 -3.74
C -7.73 -11.05 1.71
O -7.92 -12.21 1.35
N -8.66 -10.34 2.41
N -6.57 -10.38 1.44
H -8.52 -9.39 2.70
H -9.52 -10.80 2.62
H -5.87 -10.87 0.93
H -6.41 -9.44 1.73